# 1
DFT (ωB97M-V/def2-TZVPD) results for a molecular structure, C24H26N6O3ReS in a non-equilibrium geometry.

Each line ends with the Löwdin spin population.
Cartesian coordinates (Å):
Re1 -0.3087 0.8926 0.6098  0.802
C1 -0.8981 5.0645 1.4718  -0.002
C2 -0.9195 3.5991 1.7162  -0.005
O1 -0.5303 2.8634 0.7059  0.036
C3 -1.3238 3.0697 2.9290  0.013
C4 -1.3732 1.7210 3.3054  0.001
C5 -1.8519 1.3636 4.6696  0.000
N1 -0.9637 0.7102 2.4915  0.029
N2 -1.1296 -0.5602 3.0241  -0.011
C6 -1.0217 -1.4223 2.0751  0.020
O2 -0.7706 -0.9881 0.8193  0.028
C7 -1.2845 -2.8411 2.3052  0.001
C8 -1.6458 -3.6678 1.2433  0.006
C9 -1.9371 -5.0015 1.4823  -0.001
C10 -1.8475 -5.5079 2.7717  0.007
C11 -1.4716 -4.6853 3.8238  0.000
C12 -1.1937 -3.3499 3.5951  0.005
H1 -1.8126 5.3385 0.9353  -0.001
H2 -0.8648 5.6291 2.3998  0.000
H3 -0.0559 5.3287 0.8322  0.000
H4 -1.6321 3.7839 3.6788  0.001
H5 -2.1723 2.2499 5.2086  0.000
H6 -2.6746 0.6521 4.5908  0.000
H7 -1.0664 0.8510 5.2281  0.000
H8 -1.7099 -3.2606 0.2420  0.000
H9 -2.2353 -5.6464 0.6664  0.000
H10 -2.0707 -6.5514 2.9579  0.000
H11 -1.3943 -5.0891 4.8242  0.000
H12 -0.9040 -2.6983 4.4098  0.000
N3 2.0302 2.2801 2.5304  0.004
C13 2.4892 1.4591 1.5932  0.004
N4 1.7196 0.7172 0.7941  0.011
C14 2.4967 -0.1467 -0.0317  0.007
C15 2.0293 -1.1249 -0.8950  0.000
C16 2.9568 -1.8626 -1.6138  0.000
C17 4.3261 -1.6400 -1.4763  -0.001
C18 4.7955 -0.6826 -0.5936  0.000
C19 3.8612 0.0474 0.1238  0.001
S1 4.1794 1.2617 1.3412  0.000
H13 1.0456 2.3875 2.7214  0.002
H14 2.6724 2.8335 3.0744  0.000
H15 0.9723 -1.3423 -0.9732  0.000
H16 2.6101 -2.6434 -2.2784  0.000
H17 5.0305 -2.2330 -2.0451  0.000
H18 5.8575 -0.5205 -0.4555  0.000
N5 -0.2568 0.8835 -1.3968  0.011
C20 -0.4909 0.7259 -2.5389  0.010
N6 -0.7065 0.5365 -3.7819  0.018
C21 -1.7460 1.2984 -4.5350  0.001
C22 -1.1966 1.6331 -5.9051  0.000
O3 -0.7482 0.4601 -6.5549  0.000
C23 0.3490 -0.1229 -5.8823  0.000
C24 -0.0662 -0.6036 -4.5069  0.001
H19 -1.9987 2.1966 -3.9782  0.000
H20 -2.6255 0.6630 -4.6248  0.001
H21 -0.3812 2.3597 -5.8198  0.000
H22 -1.9888 2.0635 -6.5123  0.000
H23 1.1750 0.5926 -5.8003  0.000
H24 0.6797 -0.9749 -6.4714  0.000
H25 0.7916 -0.9437 -3.9316  0.000
H26 -0.7979 -1.4058 -4.5891  0.001

Computed properties:
Kohn-Sham gap (alpha / beta), eV: 5.62 / 6.02
2S+1: 2
Charge: +2
⟨S²⟩: 0.759

# 2
DFT (ωB97M-V/def2-TZVPD) results for a molecular structure, C12H40BBaO16P4 in a non-equilibrium geometry.

Each line ends with the Mulliken charge.
Cartesian coordinates (Å):
Ba1 39.8412 19.2893 29.4444  2.140
B1 38.1954 19.6896 31.7716  0.949
H1 37.9402 18.6496 31.2586  -0.465
H2 37.6952 20.4702 31.0128  -0.032
H3 37.7504 19.7997 32.8761  -0.306
H4 39.3450 19.9662 31.7530  -0.882
C1 44.2574 17.2243 32.9452  -0.426
O1 43.3612 16.5356 32.0540  -0.355
P1 41.8020 16.7587 32.1529  0.270
O2 41.2181 17.6875 31.1830  -0.246
O3 41.2549 15.2997 32.0090  0.007
C2 41.7647 14.2232 32.8130  -0.769
O4 41.5780 17.1718 33.6612  -0.397
C3 40.7327 18.2740 34.0141  -0.396
H5 44.0056 18.2749 33.0433  -0.042
H6 45.2428 17.1243 32.4981  0.312
H7 44.2479 16.7388 33.9192  0.298
H8 42.5601 14.5729 33.4721  0.302
H9 42.1244 13.4499 32.1438  0.272
H10 40.9966 13.8674 33.4981  0.271
H11 40.5062 18.9251 33.1750  -0.079
H12 41.1702 18.8398 34.8354  0.398
H13 39.7915 17.8839 34.4048  0.303
C4 37.3580 14.7617 27.5011  -0.715
O5 37.1462 14.9646 28.8981  -0.318
P2 38.2953 15.5390 29.8088  0.767
O6 38.7856 16.8711 29.4205  -0.358
O7 37.5324 15.4544 31.1746  -0.398
C5 38.0227 16.0665 32.3683  -0.279
O8 39.4061 14.4481 29.8628  -0.163
C6 39.2069 13.0509 30.1056  -0.721
H14 37.8331 13.8069 27.2735  0.259
H15 37.8961 15.5911 27.0443  0.299
H16 36.3688 14.7085 27.0505  0.254
H17 38.2343 15.3655 33.1791  0.333
H18 37.3077 16.7992 32.7254  0.342
H19 38.9917 16.5208 32.1546  -0.181
H20 39.9261 12.7941 30.8754  0.197
H21 39.3900 12.4857 29.1919  0.276
H22 38.1747 12.8221 30.3706  0.373
C7 31.5139 20.2307 33.0011  -0.707
O9 32.6605 21.0770 32.9158  -0.323
P3 33.1935 21.4789 31.4625  1.000
O10 32.1439 22.0527 30.6337  -0.735
O11 34.4669 22.3302 31.7996  -0.218
C8 34.5466 23.2199 32.9053  -0.632
O12 33.7769 20.1386 30.8693  -0.345
C9 34.9369 19.5254 31.4336  -0.525
H23 31.2718 19.8111 32.0226  0.309
H24 30.6287 20.7522 33.3571  0.282
H25 31.7672 19.4063 33.6659  0.258
H26 33.6769 23.1584 33.5548  0.316
H27 34.7260 24.2455 32.5874  0.267
H28 35.4148 22.9554 33.5148  0.230
H29 35.7532 19.6016 30.7184  0.224
H30 34.7580 18.4650 31.6211  0.271
H31 35.2250 19.9743 32.3819  0.323
C10 40.8976 22.1546 32.7871  -0.655
O13 42.2936 21.9086 32.5553  -0.375
P4 42.8901 21.3278 31.2411  0.567
O14 41.9746 20.5294 30.3986  -0.309
O15 44.1397 20.5006 31.6840  -0.114
C11 45.1344 21.0454 32.5719  -0.760
O16 43.4324 22.5949 30.4829  -0.349
C12 44.4722 22.5415 29.5103  -0.736
H32 40.7668 23.1552 33.1852  0.381
H33 40.4691 21.4044 33.4472  0.164
H34 40.3299 22.0622 31.8612  0.279
H35 44.6976 21.7859 33.2428  0.373
H36 45.9230 21.5015 31.9793  0.274
H37 45.5075 20.2465 33.2062  0.276
H38 44.0448 22.5316 28.5088  0.289
H39 45.0466 21.6068 29.5189  0.325
H40 45.1771 23.3424 29.7015  0.284

Computed properties:
Kohn-Sham gap, eV: 8.76
2S+1: 1
Charge: +1

# 3
DFT (ωB97M-V/def2-TZVPD) results for 2 unconnected molecules or ions with the total composition C4HNO2 in a non-equilibrium geometry.

Each line ends with the Mulliken charge.
Cartesian coordinates (Å):
C1 0.2715 0.2644 -0.4486  0.059
C2 -2.1699 -2.5284 -0.1296  0.014
C3 -3.5357 -0.5650 -0.0941  -0.041
C4 -3.9457 0.6271 -0.0943  0.459
N1 -0.7904 0.3224 -0.8911  -0.361
O1 -2.7964 -1.5697 -0.1344  0.032
O2 -4.6242 1.5401 0.1332  -0.467
H1 1.2268 0.3903 -0.0625  0.305

Computed properties:
Kohn-Sham gap (alpha / beta), eV: 8.59 / 8.59
2S+1: 1
Charge: 0